1.
24
Properties=species:S:1:pos:R:3 method="wB97M-V/def2-TZVPD" total_energy_ev=-27707.6815 charge=0 homo_energy_ha=-0.3379 orbital_gap_ha=0.30656 relative_energy_kcal_mol=0.00
I -1.4730 2.2574 0.2764
O 2.2140 -1.0039 -0.8436
O -2.1084 -0.9813 -0.9811
O 2.7386 0.7758 -1.8825
O -1.9347 -2.4451 0.6795
N 2.2201 0.1844 -0.9947
N 1.7035 2.4187 -0.4435
C -1.5329 -1.4609 0.0893
C 1.2896 0.0671 2.2918
C 1.9177 0.9447 1.4498
C -0.1526 0.5846 -0.1922
C 1.4941 1.1242 0.0128
C -0.3612 -0.5729 0.6313
C -3.0970 -1.7954 -1.7171
C 0.2109 -0.8363 1.8104
H 2.6144 1.7444 1.8586
H 1.0679 2.6402 -1.1628
H -3.4440 -2.4670 -1.0115
H -2.3860 -2.3103 -2.4371
H -0.1052 -1.7999 2.3428
H 1.5016 0.2034 3.3677
H 1.8483 3.1798 0.2020
H -3.7664 -1.1502 -2.0661
H -0.4593 0.6988 -1.2804

2.
73
Properties=species:S:1:pos:R:3 method="wB97M-V/def2-TZVPD" total_energy_ev=-57394.5775 charge=+3 homo_energy_ha="-0.5821 / -0.5821" orbital_gap_ha="0.19750 / 0.18976" relative_energy_kcal_mol=28.06 multiplicity=2
Re 0.6808 -1.1422 1.3591
S 2.4866 -0.9619 3.2714
O -0.6796 2.0173 0.7323
O 1.4521 -1.0858 -1.9068
N 0.2161 -2.6296 -0.1790
N 5.8508 -2.2477 1.6777
N 0.1199 0.5034 2.6962
N 0.2894 0.8294 -2.3595
N 0.3922 0.1766 -0.2015
N 2.7884 -0.9092 0.4663
N 3.9011 -1.4680 1.1051
N 0.5518 -2.9675 2.6563
N 5.0519 -2.0040 2.7770
N -1.4606 -1.4769 1.5824
C -0.5503 1.8240 -1.6890
C 0.7831 -0.0932 -1.5652
C -3.8422 0.1680 -2.7852
C -2.0519 1.5215 -1.9017
C 0.6988 5.4442 -1.6924
C 5.5479 -1.9776 -0.7838
C -2.9861 2.3956 -1.3589
C -0.3005 1.4287 -0.2506
C -1.7971 -2.7264 2.3626
C -4.7699 1.0411 -2.2471
C -4.3402 2.1532 -1.5307
C -1.2488 -2.7187 -0.5377
C 5.1458 -1.9091 0.6439
C -1.2502 0.3159 3.2774
C -2.4781 0.4018 -2.6057
C -2.1140 -0.2672 2.1977
C -0.2701 3.5384 -3.4498
C -2.0249 -1.6448 0.1913
C 3.8720 -1.5247 2.4422
C 0.5714 5.7485 -3.0351
C -0.1344 3.2281 -2.1005
C 0.3519 4.1812 -1.2180
C 0.0855 4.7917 -3.9180
C -0.7479 -3.0566 3.3759
H -4.1718 -0.6844 -3.3665
H -5.0642 2.8475 -1.1231
H -1.3774 -2.5878 -1.6114
H -1.1807 -0.3029 4.1688
H 0.6857 -3.8280 2.1280
H -2.2318 0.4651 1.4067
H -0.6902 2.8133 -4.1432
H 2.6740 -1.2631 -0.5022
H 0.0219 1.3117 2.0637
H -0.7187 -2.3730 4.2206
H 0.4373 3.9750 -0.1593
H -3.1065 -0.5328 2.5632
H -1.9484 -0.6896 -0.3195
H 5.4144 -2.1775 3.7057
H -0.9199 -4.0567 3.7728
H 6.6087 -2.2138 -0.8283
H -3.0844 -1.9021 0.2479
H -1.5990 -3.7193 -0.3033
H 0.7603 0.7723 3.4371
H -2.7868 -2.6197 2.8055
H 0.8344 6.7338 -3.3958
H 2.9118 0.1009 0.3659
H -5.8274 0.8731 -2.4053
H -1.8536 -3.5506 1.6549
H 0.4564 0.8262 -3.3568
H -1.6618 1.2781 3.5822
H 1.0711 6.1901 -1.0025
H 1.3007 -2.9698 3.3427
H 4.9989 -2.7604 -1.3111
H 0.5683 -3.5669 -0.0032
H 5.3804 -1.0247 -1.2891
H 0.7538 -2.2884 -0.9944
H -0.0261 5.0266 -4.9684
H -2.6561 3.2792 -0.8235
H -1.7642 -0.2792 -3.0574

3.
15
Properties=species:S:1:pos:R:3 method="wB97M-V/def2-TZVPD" total_energy_ev=-78054.2550 charge=0 homo_energy_ha=-0.2927 orbital_gap_ha=0.28819 relative_energy_kcal_mol=61.91
Br 0.9919 1.8930 1.9202
O -1.3877 -1.6463 0.7209
O 0.1932 -1.6446 2.5914
C -0.7239 1.1378 -0.9229
C 1.0570 0.4364 0.6844
C 0.7363 0.6800 -0.7427
B -0.4283 -1.1929 1.5029
H -1.0740 0.6755 -1.9616
H -1.6377 -2.5199 0.5937
H -1.4744 0.7307 -0.2605
H -0.7493 2.2645 -1.0807
H 1.9762 -0.0086 0.8595
H -0.3376 -2.3322 3.0455
H 0.6460 -0.3427 -1.1658
H 1.4345 1.3928 -1.1341

4.
11
Properties=species:S:1:pos:R:3 method="wB97M-V/def2-TZVPD" total_energy_ev=-10248.5703 charge=0 homo_energy_ha=-0.3110 orbital_gap_ha=0.33485 relative_energy_kcal_mol=85.20
O 2.2161 -0.5512 -0.1194
O 0.0408 -0.8147 0.0071
N -2.1683 -0.5921 0.0059
N 0.7465 1.2772 0.0779
C -0.9461 -0.0937 -0.0280
C -0.6189 1.2133 -0.0813
C 1.0084 0.0507 0.1381
H -2.7989 -1.0072 -0.7450
H -1.4010 2.0361 -0.2763
H -2.8513 -0.4810 0.9000
H 2.2882 -1.4389 0.2598

5.
14
Properties=species:S:1:pos:R:3 method="wB97M-V/def2-TZVPD" total_energy_ev=-37781.6258 charge=0 homo_energy_ha=-0.3117 orbital_gap_ha=0.24444 relative_energy_kcal_mol=142.22
S -2.4892 -1.8648 -0.2063
S 1.0699 -1.2174 1.5533
S -0.0091 0.0410 -1.0194
C 1.0528 -0.6505 -0.0012
C -0.9865 1.7300 0.8456
C 2.3187 -0.8822 -0.9756
C -2.4997 -0.2024 0.2401
C -1.2658 0.4978 0.0767
H -1.7056 2.0608 1.6702
H -0.4141 2.4872 0.5305
H 3.6656 -0.4200 -0.4692
H -3.0205 0.3545 0.8911
H 2.2390 -2.0233 -1.3683
H 2.0444 0.0893 -1.7674

6.
7
Properties=species:S:1:pos:R:3 method="wB97M-V/def2-TZVPD" total_energy_ev=-45882.7386 charge=0 homo_energy_ha=-0.3434 orbital_gap_ha=0.26696 relative_energy_kcal_mol=18.13
S -1.6950 4.6723 0.0643
S -0.5932 0.3407 0.4629
S 0.4710 5.6738 -2.1614
S -0.8089 4.3468 -1.6200
N 0.9342 2.4132 -0.6855
C 0.3656 1.5289 -0.2282
H 0.1111 -0.6772 -0.0644